2 unconnected molecules or ions with the total composition C3F3N in a non-equilibrium geometry. Source: the Open Molecules 2025 dataset; level of theory: ωB97M-V with the def2-TZVPD basis set.

Last column: Mulliken charge in e.
Element x y z (Å)
C  -0.28128  -1.48523  0.49750  0.372
C  0.17189  -0.34519  -0.04921  0.272
C  0.67264  0.85133  -0.29797  0.409
N  -0.40805  -2.57168  0.85620  -0.273
F  -2.19942  0.69764  0.10788  -0.542
F  0.04970  1.88959  -0.63580  -0.077
F  1.99451  0.96354  -0.47859  -0.162

Properties
total charge: 0
highest occupied orbital energy (spin up / spin down): -0.4079 / -0.4078 Ha
frontier orbital gap (spin up / spin down): 6.666 / 6.663 eV

=====

A molecular structure, C17H26CeN2 in a non-equilibrium geometry. Source: the Open Molecules 2025 dataset; level of theory: ωB97M-V with the def2-TZVPD basis set.

Last column: Mulliken charge in e.
Element x y z (Å)
C  -4.34276  -0.03952  0.00121  -0.337
C  -4.39367  1.25891  -0.79646  -0.834
H  -4.55329  -0.90762  -0.63478  0.302
H  -5.13259  -0.04746  0.76906  0.344
H  -3.39232  -0.19439  0.55004  -0.158
H  -3.53680  1.36882  -1.46524  0.222
H  -5.29969  1.29830  -1.41551  0.388
H  -4.45989  2.12810  -0.13611  0.319
C  0.70080  -3.25892  -0.18753  -0.166
C  1.67225  -4.22483  -0.49642  -0.784
C  2.76065  -3.84443  -1.28639  -0.536
C  2.81507  -2.53624  -1.73401  -0.881
H  -0.15418  -3.51147  0.44965  0.438
H  1.58296  -5.24857  -0.14677  0.426
H  3.54209  -4.54139  -1.57364  0.484
H  3.64725  -2.24826  -2.36300  0.335
N  0.72458  -1.97583  -0.67171  0.105
C  1.79997  -1.59820  -1.43727  0.929
C  1.89166  -0.20563  -1.92666  0.751
N  0.92949  0.71877  -1.57953  -0.018
C  1.09672  2.04593  -1.85112  -0.093
C  3.08009  1.54551  -3.10499  -0.552
C  2.14228  2.48399  -2.66875  -0.805
H  0.38214  2.72712  -1.38176  0.389
H  2.21661  3.53669  -2.93237  0.439
C  2.97272  0.22253  -2.70326  -0.734
H  3.73360  -0.49274  -2.96854  0.373
H  3.92019  1.81642  -3.73950  0.468
Ce  -1.04254  -0.07350  -0.47011  1.127
C  -1.50619  2.07243  0.18125  -1.661
H  -1.78998  2.55755  -0.77088  0.615
H  -0.61023  2.49946  0.65021  0.551
H  -2.36037  2.01587  0.87924  0.399
C  -1.32817  0.23572  3.06496  -1.551
C  0.05339  0.78821  2.63678  1.030
C  1.03460  0.38636  3.75404  -1.572
C  0.42466  0.25202  1.26273  -1.410
H  -1.22652  -0.81195  3.41268  0.317
H  -2.06776  0.26108  2.23904  0.367
H  -1.71831  0.84440  3.90004  0.414
H  0.03650  1.88583  2.55911  0.292
H  0.99997  -0.69843  3.90887  0.364
H  2.07200  0.65269  3.53227  0.370
H  0.74718  0.85515  4.70597  0.423
H  1.19375  0.80101  0.70556  0.509
H  0.74205  -0.79947  1.27958  0.605

Properties
total charge: +2
highest occupied orbital energy (spin up / spin down): -0.5607 / -0.5608 Ha
frontier orbital gap (spin up / spin down): 7.483 / 7.467 eV

=====

A molecular structure, ClKMg in a non-equilibrium geometry. Source: the Open Molecules 2025 dataset; level of theory: ωB97M-V with the def2-TZVPD basis set.

Last column: Mulliken charge in e.
Element x y z (Å)
K  -8.76782  -23.84521  -13.48223  0.975
Mg  -7.17325  -22.57813  -18.24933  1.297
Cl  -8.35520  -22.97836  -16.35627  -0.272

Properties
total charge: +2
highest occupied orbital energy: -0.7291 Ha
frontier orbital gap: 8.407 eV

=====

A molecular structure, C4H13NO2. Source: the Open Molecules 2025 dataset; level of theory: ωB97M-V with the def2-TZVPD basis set.

Last column: Mulliken charge in e.
Element x y z (Å)
C  -1.74429  0.57495  0.59455  -0.462
C  -2.39189  0.56161  -0.76160  -0.899
O  -0.56350  -1.21390  0.49756  -0.632
H  -1.04961  -1.80306  1.09047  0.190
H  -1.60777  1.57752  1.01510  0.334
H  -2.27397  0.00194  1.34476  0.287
H  -2.50022  -0.46011  -1.12008  0.270
H  -3.38524  1.02259  -0.70333  0.339
H  -1.80439  1.12818  -1.48524  0.267
C  1.54087  -0.55190  -1.25359  -0.726
C  2.22735  -0.10226  1.06469  -0.741
N  1.63418  0.39110  -0.16450  0.229
O  0.64119  1.23935  -0.02199  -0.492
H  -0.35248  0.67209  0.34821  0.394
H  2.53270  -0.94713  -1.47351  0.325
H  3.23015  -0.47550  0.85574  0.319
H  1.13440  -0.04388  -2.12565  0.230
H  0.85419  -1.36435  -0.93597  0.254
H  1.60474  -0.92064  1.45193  0.263
H  2.27358  0.71339  1.78244  0.251

Properties
total charge: 0
highest occupied orbital energy (spin up / spin down): -0.2904 / -0.3119 Ha
frontier orbital gap (spin up / spin down): 7.067 / 8.106 eV

=====

What did we get for energy relative to the best compared isomer or geometry (same formula, charge and spin)? Answer: 5.101; 0.000; 0.050; 6.472 eV, in the order shown.